No. 1
17
Properties=species:S:1:pos:R:3:forces:R:3:lowdin_spin:R:1 method="wB97M-V/def2-TZVPD" total_energy_ev=-18480.1901 e_homo_ha="-0.07523 / -0.20643" total_charge=-1 molar_mass_g_mol=173.1 spin_multiplicity=3
C -2.910049 1.496605 -0.079501 1.18 -4.15 0.79 0.2667
C -1.852933 2.088368 -0.673649 3.30 -1.62 -0.84 0.2510
C -2.442655 0.062356 0.227407 -1.53 3.58 -0.33 0.1644
C -0.705498 1.020514 -0.835491 -4.96 5.02 0.79 0.2147
C 2.132567 -1.334215 -1.108640 1.29 0.82 0.11 -0.0002
N -1.147604 -0.142047 -0.292326 -0.56 -1.76 0.38 0.5693
N 1.637698 -1.224860 0.065216 -1.40 1.24 1.62 0.0029
O 2.309360 -0.272344 -1.916296 -1.46 -0.28 0.84 -0.0010
O 2.715432 -2.508363 -1.419327 -0.31 0.19 0.07 0.0002
O -3.073506 -0.748765 0.885186 -0.17 -1.56 0.53 0.2659
O 0.328997 1.276185 -1.420798 3.20 0.01 -1.44 0.2373
O 1.625288 -2.478124 0.869832 4.93 1.11 -2.60 -0.0003
H -3.876744 1.872169 0.124996 -0.72 0.21 0.31 0.0160
H -1.837695 3.124517 -0.916430 0.55 0.53 -0.52 0.0137
H 0.762149 -2.557901 1.092915 -4.38 -0.19 0.96 -0.0002
H 1.545815 0.564385 -1.724941 0.63 -2.39 0.33 -0.0006
H 2.527174 -2.917476 -0.526937 0.40 -0.77 -0.98 0.0000

---

No. 2
79
Properties=species:S:1:pos:R:3:forces:R:3:lowdin_charge:R:1 method="wB97M-V/def2-TZVPD" relative_energy_kcal_mol=80.01 total_energy_ev=-268035.1794 e_homo_ha=-0.33140 molar_mass_g_mol=841.3 spin_multiplicity=1
C 0.062536 -3.375804 -0.959640 -0.55 -1.73 -0.28 -0.0180
C 0.083166 -4.913184 -1.475420 0.82 0.49 1.46 -0.2692
C -1.155704 -5.808064 -1.263950 -1.15 1.36 -0.28 -0.0913
O -1.569694 -6.164584 -2.582310 1.20 -0.01 -2.03 0.0292
C -0.615714 -5.747824 -3.531140 -0.74 0.53 -1.45 -0.4337
O -0.643534 -5.904814 -4.760130 -0.03 0.19 4.61 0.1130
O 0.317236 -4.999214 -2.857270 -0.41 -0.31 -1.96 0.0563
H 1.025206 -2.876844 -1.070990 -0.09 -0.36 -0.35 0.0219
H -0.187944 -3.296014 0.098190 0.16 -0.51 0.24 0.0694
H -0.735184 -2.786454 -1.411760 0.29 -0.20 -0.58 0.0510
H 0.934056 -5.440784 -1.044470 0.18 0.40 0.41 0.1411
H -1.934664 -5.163404 -0.856840 -0.29 -0.18 0.14 0.1122
H -1.130704 -6.721134 -0.669160 0.73 0.17 0.03 0.1328
C -3.354474 -0.998374 5.860410 -0.37 -2.45 -0.89 -0.0212
C -2.594144 -0.379104 4.690630 -2.45 1.93 2.50 -0.3144
C -1.310774 0.217266 5.188960 -1.02 0.89 2.39 -0.1824
O -0.437244 -0.202874 4.271400 3.33 -0.76 -3.94 0.0815
C -1.012014 -0.945364 3.255850 2.01 -1.62 -0.60 -0.4909
O -0.448394 -1.413234 2.272010 -1.16 1.72 2.45 0.0956
O -2.245464 -1.253694 3.631870 -0.85 0.26 0.15 0.1185
H -4.376754 -1.284354 5.612890 -0.17 0.42 -0.27 0.0811
H -3.401794 -0.541604 6.848950 0.56 0.58 -0.43 0.0943
H -2.897224 -1.983644 5.951310 0.25 -0.17 0.63 0.0914
H -3.244314 0.432926 4.365060 0.13 -0.09 -0.95 0.1555
H -1.008374 -0.057634 6.199450 0.02 -1.19 0.04 0.1349
H -1.296124 1.290356 5.379650 -0.35 0.45 -1.10 0.1421
F -2.819864 6.561506 0.335500 -0.02 0.39 0.19 0.0719
C -3.401354 5.528126 -0.275360 0.11 -0.98 -1.21 -0.2883
C -2.607514 4.610476 -0.962350 -0.30 -0.47 -0.57 -0.0447
C -3.205814 3.556246 -1.650570 -1.51 0.02 0.33 -0.1151
C -4.618924 3.379526 -1.626940 0.59 0.82 0.44 -0.0789
C -5.394884 4.295896 -0.908860 1.29 -0.38 -0.53 -0.0871
C -4.773054 5.397786 -0.325930 -0.78 0.30 0.55 -0.0294
H -1.543064 4.682796 -1.130040 0.07 0.44 0.62 0.0655
H -2.554194 2.857486 -2.154090 -0.13 0.02 -0.24 0.0699
H -5.177354 2.651536 -2.196650 0.48 -0.48 0.02 0.0953
H -6.458234 4.131626 -0.815530 -0.10 0.32 -0.18 0.1014
H -5.424434 6.177596 0.040130 0.20 0.12 0.50 0.1129
F 4.185276 2.917526 -3.761280 0.46 -0.64 0.77 0.0362
C 4.504416 3.393196 -2.515890 -0.38 1.41 -0.89 -0.2718
C 3.452376 3.754136 -1.716350 -0.93 -0.55 0.27 -0.0488
C 3.649996 4.564606 -0.603030 0.32 -0.59 0.57 -0.1017
C 4.916396 5.018816 -0.358380 0.33 0.80 0.06 -0.0980
C 5.927756 4.684696 -1.218570 2.27 0.42 0.47 -0.1024
C 5.790166 3.843386 -2.263420 -1.26 -1.47 -1.71 -0.0280
H 2.493246 3.342256 -1.993510 -0.19 0.21 0.07 0.0688
H 2.962196 4.789576 0.198660 -0.78 -0.11 -0.53 0.0754
H 5.138316 5.707416 0.443480 -0.14 -0.08 0.19 0.1072
H 6.931166 5.067786 -1.105350 0.06 0.27 0.47 0.1106
H 6.536656 3.529406 -2.977960 0.43 0.35 0.19 0.1230
F 9.333156 -0.283894 -0.382830 1.76 0.10 -0.46 0.0950
C 8.036196 -0.214974 -0.527630 -2.02 1.06 0.58 -0.3122
C 7.416836 0.326706 -1.665430 0.03 -1.05 -0.46 -0.0257
C 6.045046 0.226676 -1.828060 -1.52 -0.18 2.42 -0.0709
C 5.190606 -0.216514 -0.721490 3.59 0.08 -2.11 -0.0610
C 5.899676 -0.635754 0.423490 -2.20 0.47 -0.98 -0.0936
C 7.282786 -0.574924 0.573220 -1.08 -0.90 -0.47 -0.0182
H 7.951386 0.619436 -2.557030 0.56 0.10 0.23 0.1103
H 5.601576 0.532426 -2.764140 -0.04 0.03 -0.08 0.0925
H 4.151696 -0.402354 -0.950720 -0.03 0.17 0.58 0.0218
H 5.212626 -1.050994 1.145940 0.54 -0.11 0.75 0.0967
H 7.684236 -1.035704 1.463680 0.48 0.27 -0.04 0.1145
F -7.173294 -3.971514 0.189230 1.66 -0.13 -0.04 0.0339
C -5.860024 -3.656704 -0.101060 0.16 1.28 -0.74 -0.2191
C -5.533084 -3.306754 -1.415260 -0.37 -0.84 -0.42 -0.0128
C -4.273674 -2.817874 -1.764720 -0.73 -0.55 0.70 -0.0498
C -3.406394 -2.575474 -0.720710 1.42 1.70 -2.38 -0.1521
C -3.738864 -2.803974 0.550340 1.73 -0.43 1.25 -0.1230
C -4.876544 -3.430894 0.862050 -3.25 -0.91 1.68 -0.0262
H -6.225154 -3.499234 -2.221730 -0.35 0.03 0.11 0.1132
H -4.033504 -2.674354 -2.807850 0.08 0.21 0.05 0.1119
H -2.473044 -2.045954 -0.842630 0.09 -0.17 -0.54 0.0355
H -2.986664 -2.606374 1.299710 -0.14 0.14 0.30 0.1059
H -5.051594 -3.596664 1.914800 -0.43 -0.31 0.06 0.1184
C 0.135146 1.099366 0.433520 -0.50 0.07 -1.45 -1.3719
Br 0.551066 3.034616 0.058410 -0.36 -1.70 0.59 0.6392
Br 1.378886 -0.119364 -0.516170 -0.65 1.04 0.75 0.6375
Br -1.719624 0.675506 -0.229260 1.23 0.37 0.68 0.6056
H 0.149276 0.879586 1.501040 0.19 0.20 -0.35 -0.0400

---

No. 3
27
Properties=species:S:1:pos:R:3:forces:R:3:lowdin_charge:R:1 method="wB97M-V/def2-TZVPD" relative_energy_kcal_mol=15.92 smiles=Cc1c[nH]c2ccccc12.CC total_energy_ev=-13140.1010 e_homo_ha=-0.28271 molar_mass_g_mol=161.2 spin_multiplicity=1
C 0.814076 -1.545423 1.815301 0.58 0.03 -0.22 -0.0507
C 0.370182 -1.387229 0.391318 0.61 -0.47 -0.06 -0.2484
C 0.983297 -1.950938 -0.707955 -0.90 0.42 0.69 -0.0483
N 0.157791 -1.777757 -1.805856 0.11 0.65 -0.45 0.0716
C -0.889951 -0.938720 -1.474322 0.48 -0.71 0.54 -0.2086
C -1.933556 -0.468880 -2.261322 -0.55 -0.32 0.47 -0.0321
C -2.896063 0.321263 -1.640033 0.97 -0.60 -0.19 -0.0975
C -2.816958 0.541503 -0.255123 0.31 0.51 -0.30 -0.1007
C -1.777623 0.040429 0.530322 -1.46 0.50 -0.35 -0.0270
C -0.776234 -0.711630 -0.078853 -0.90 0.31 -0.38 -0.1607
H 0.205037 -1.080734 2.588282 -0.26 0.28 -0.36 0.0721
H 1.813566 -1.107744 1.881018 0.09 -0.24 0.41 0.0748
H 0.842520 -2.604130 2.074245 0.25 0.00 0.02 0.0767
H 1.972874 -2.373907 -0.743016 -0.15 -0.42 -0.27 0.1208
H 0.330702 -2.027727 -2.762423 0.39 -0.09 0.09 0.1465
H -2.101215 -0.881211 -3.247600 0.25 0.42 -0.28 0.1052
H -3.656728 0.740511 -2.277265 -0.39 0.08 0.26 0.0932
H -3.558087 1.204456 0.174193 -0.02 -0.18 0.25 0.0933
H -1.894452 0.252743 1.584699 0.62 -0.20 0.15 0.1067
C 1.311446 2.141516 1.354055 2.19 -0.93 0.12 -0.1407
C 2.319156 1.820951 0.217625 -1.06 0.51 -1.19 -0.1616
H 1.992349 2.528792 2.122218 -0.67 0.38 0.24 0.0607
H 0.526623 2.850702 1.140048 -0.23 -0.12 -0.19 0.0614
H 0.989046 1.176206 1.739380 -0.68 0.24 0.09 0.0294
H 2.014004 1.030480 -0.473289 -0.23 -0.43 0.49 0.0433
H 3.293078 1.561926 0.624578 0.08 0.16 -0.13 0.0592
H 2.365121 2.644552 -0.510226 0.56 0.22 0.56 0.0614

---

No. 4
14
Properties=species:S:1:pos:R:3:forces:R:3:lowdin_charge:R:1 method="wB97M-V/def2-TZVPD" relative_energy_kcal_mol=57.21 total_energy_ev=-7359.7746 e_homo_ha=-0.35188 molar_mass_g_mol=84.1 spin_multiplicity=1
C 1.381602 -0.705933 0.180714 0.18 -0.01 -0.21 -0.0865
C 0.409707 -0.537599 1.313147 -0.21 0.00 0.01 -0.0867
C 0.087104 -0.002901 -0.071532 -0.08 -0.07 0.28 -0.3583
C -0.448721 1.420677 -0.260658 0.29 0.26 0.20 -0.1216
O -1.715570 0.873821 -0.672180 -0.13 0.13 -0.06 -0.1115
C -1.072220 -0.368905 -0.993579 0.04 -0.41 0.05 -0.1302
H 2.336266 -0.191122 0.218275 -0.17 0.06 -0.07 0.1000
H 1.435871 -1.714266 -0.223862 0.07 0.20 -0.10 0.1044
H -0.081620 -1.409886 1.739841 0.00 0.11 -0.30 0.1019
H 0.690865 0.199496 2.068990 -0.24 -0.07 -0.31 0.1045
H -0.525647 2.029217 0.644399 -0.04 -0.03 -0.10 0.1188
H -0.024921 2.020931 -1.078874 0.16 -0.21 0.13 0.1197
H -1.682046 -1.256762 -0.802348 0.00 0.14 0.17 0.1220
H -0.790668 -0.356767 -2.062334 0.13 -0.13 0.30 0.1234

---

No. 5
11
Properties=species:S:1:pos:R:3:forces:R:3:lowdin_charge:R:1 method="wB97M-V/def2-TZVPD" relative_energy_kcal_mol=82.46 total_energy_ev=-24875.1323 e_homo_ha=-0.29797 molar_mass_g_mol=106.2 spin_multiplicity=1
C 0.243845 -1.564102 0.013062 -0.03 -0.09 -0.01 -0.1037
C 1.177157 -0.637944 -0.185318 0.56 -0.92 0.01 -0.2082
C -0.099885 1.256436 -0.090039 -0.67 0.77 -0.16 -1.0084
S -1.077830 1.302286 1.301661 0.12 0.10 -0.25 0.6813
S -0.890778 1.439123 -1.574160 0.25 0.10 0.22 0.6831
H -0.326162 -1.980580 -0.800837 -0.06 -0.06 -0.19 0.0529
H -0.038723 -1.886943 1.002917 0.01 -0.01 0.15 0.0515
H 1.784013 -0.267827 0.624730 0.05 0.08 0.08 0.0597
H 1.496588 -0.363881 -1.177152 0.02 0.07 -0.10 0.0562
H -0.061149 1.191975 2.167125 -0.01 0.03 0.22 -0.1237
H -2.207075 1.511455 -1.281989 -0.25 -0.08 0.02 -0.1406

---

No. 6
89
Properties=species:S:1:pos:R:3:forces:R:3:lowdin_spin:R:1 method="wB97M-V/def2-TZVPD" relative_energy_kcal_mol=17.55 total_energy_ev=-225519.4988 e_homo_ha="-0.37363 / -0.37803" total_charge=+1 molar_mass_g_mol=1038.5 spin_multiplicity=4
Tc 0.332151 -0.387626 0.093565 0.49 0.00 -0.19 2.3897
Cl 3.307210 -0.042533 -6.070646 -0.01 -0.01 -0.05 0.0040
C 3.052073 -0.014927 -4.369779 0.11 0.03 0.14 0.0122
C 1.774356 -0.245079 -3.883613 -0.14 -0.04 -0.01 0.0004
C 1.540539 -0.224585 -2.517563 0.11 0.09 0.01 0.0106
N 0.291468 -0.451971 -1.905457 -0.08 -0.02 0.00 0.0455
C -0.907225 -0.472797 -2.540628 0.12 -0.02 0.07 0.0245
O -1.138258 -0.317926 -3.725837 -0.04 -0.02 -0.01 0.0494
C -2.038616 -0.693756 -1.564274 0.02 0.08 -0.02 0.0147
C -3.342482 -0.802253 -2.003782 -0.04 -0.01 -0.06 -0.0030
C -4.350275 -0.997095 -1.074361 0.08 -0.02 0.04 0.0153
C -4.011518 -1.105127 0.269069 -0.06 -0.03 -0.05 0.0010
C -2.686975 -0.988877 0.633608 0.11 -0.08 0.07 0.0249
N -1.714331 -0.764724 -0.259655 -0.54 -0.15 -0.08 0.0326
C 2.602053 0.033027 -1.626468 0.02 0.01 -0.19 0.0047
C 3.878436 0.256494 -2.122512 -0.01 0.02 0.19 0.0096
C 4.102672 0.233189 -3.489480 -0.10 -0.03 -0.13 0.0025
Cl 5.697366 0.516473 -4.071343 0.03 0.01 0.01 -0.0004
N 2.244110 0.035738 -0.260490 -0.17 -0.04 0.08 0.0889
C 3.076351 0.363334 0.781385 -0.06 0.01 -0.08 0.0277
O 4.235133 0.701795 0.721921 0.03 -0.03 0.02 0.0692
C 2.360649 0.269172 2.108249 -0.01 -0.04 -0.04 0.0047
C 3.047623 0.419046 3.294909 0.05 0.03 0.03 -0.0020
C 2.353737 0.293706 4.486962 -0.04 0.00 -0.03 0.0065
C 0.989307 0.041798 4.447218 0.02 0.02 0.01 0.0017
C 0.371773 -0.090292 3.220189 -0.05 0.02 -0.05 0.0160
N 1.043666 0.010595 2.070536 0.20 0.10 0.41 0.0254
H 0.965624 -0.444509 -4.567892 0.02 0.01 -0.02 -0.0001
H -3.529785 -0.738509 -3.066741 0.00 0.02 0.00 -0.0003
H -5.382251 -1.072899 -1.389470 0.00 -0.02 0.00 0.0008
H -4.760790 -1.284769 1.027044 0.00 -0.01 0.00 -0.0001
H -2.378385 -1.094197 1.666399 -0.01 0.04 0.00 0.0029
H 4.693892 0.453078 -1.445852 0.02 0.00 -0.04 0.0007
H 4.109385 0.617057 3.253527 0.00 0.01 -0.01 -0.0002
H 2.866384 0.388247 5.434339 0.00 0.01 0.00 0.0003
H 0.407570 -0.063081 5.351522 0.00 0.01 0.00 0.0001
H -0.689188 -0.292790 3.145641 0.01 -0.02 0.01 0.0029
C -4.040009 3.140145 4.175166 0.11 0.01 -0.02 0.0000
C -2.772822 3.615522 3.467402 -0.15 -0.01 -0.01 0.0000
C -2.904041 3.656370 1.947270 0.07 -0.05 0.02 0.0000
C -3.007063 2.258433 1.345920 -0.03 0.08 0.08 0.0001
N -2.895620 2.283549 -0.108399 0.01 0.04 -0.03 -0.0009
C -1.741674 2.380029 -0.796334 -0.04 -0.13 -0.14 0.0045
Se -0.029006 2.231360 -0.058343 0.01 0.04 0.27 0.0158
N -2.022930 2.560248 -2.098081 0.03 0.07 0.06 -0.0012
C -1.068208 2.865476 -3.171946 0.07 0.08 -0.14 0.0014
C -1.179026 4.321611 -3.621162 -0.04 0.01 0.22 0.0000
C -0.729057 5.334355 -2.568158 0.10 -0.04 -0.08 0.0001
C 0.771124 5.288108 -2.283303 -0.06 0.02 0.01 0.0004
C -3.404101 2.583744 -2.256504 -0.02 0.02 0.06 -0.0004
C -4.201695 2.717904 -3.387472 0.01 -0.04 -0.06 -0.0003
C -5.569115 2.709090 -3.192225 0.02 0.01 0.00 -0.0005
C -6.126699 2.561230 -1.913919 0.02 -0.02 0.03 -0.0006
C -5.333466 2.406815 -0.793230 -0.03 0.00 0.04 0.0000
C -3.958229 2.421515 -0.991423 -0.01 0.03 -0.06 -0.0005
H -3.925058 3.206497 5.256384 -0.03 -0.02 0.00 0.0000
H -4.276866 2.101055 3.935646 -0.03 0.00 0.00 0.0000
H -4.894618 3.757332 3.892567 -0.02 -0.01 0.01 0.0000
H -1.931204 2.968655 3.736185 0.04 0.04 0.00 0.0000
H -2.519416 4.617564 3.815807 0.02 -0.01 0.02 0.0000
H -2.027289 4.148087 1.519218 -0.01 -0.01 -0.02 -0.0001
H -3.784473 4.239052 1.661368 0.03 0.03 -0.03 0.0000
H -3.960895 1.790705 1.588430 0.03 -0.06 -0.01 0.0000
H -2.204498 1.627927 1.731340 0.00 -0.01 -0.03 0.0000
H -1.261496 2.176034 -3.992463 -0.04 -0.06 0.02 0.0001
H -0.070284 2.656869 -2.789242 -0.03 -0.10 0.03 0.0010
H -2.210857 4.535519 -3.907351 0.01 -0.01 -0.08 0.0000
H -0.565623 4.433541 -4.517640 -0.01 -0.02 -0.03 0.0000
H -1.296853 5.183763 -1.642578 0.00 0.04 0.01 0.0000
H -0.992689 6.330094 -2.928699 -0.04 0.00 0.03 0.0000
H 1.053986 4.408033 -1.705450 0.02 -0.02 -0.04 0.0005
H 1.083759 6.164068 -1.715547 0.01 -0.01 0.02 0.0000
H 1.338471 5.277210 -3.216087 0.02 0.03 0.01 0.0000
H -3.773328 2.814680 -4.375324 -0.01 0.03 0.00 0.0000
H -6.225821 2.829463 -4.042651 0.00 -0.03 -0.01 0.0000
H -7.202207 2.568082 -1.801847 0.00 0.00 -0.01 0.0000
H -5.768573 2.286824 0.189967 0.00 0.02 0.00 0.0000
F -2.367650 -7.540784 0.458534 0.01 0.03 0.01 0.0016
C -1.626435 -6.441396 0.490431 -0.04 -0.07 -0.01 0.0048
C -1.814375 -5.451308 -0.458158 -0.05 0.01 -0.01 -0.0005
F -2.735724 -5.603864 -1.407763 0.00 0.02 0.03 -0.0005
C -1.034502 -4.312119 -0.414651 0.14 0.03 0.04 0.0056
F -1.232139 -3.384602 -1.362292 0.01 -0.03 -0.07 0.0011
C -0.054950 -4.122505 0.550071 -0.22 0.07 -0.02 0.0099
Se 1.210659 -2.697948 0.517618 0.07 0.04 -0.17 0.0711
C 0.103689 -5.129768 1.495774 -0.05 0.13 -0.01 0.0039
F 1.016807 -4.998271 2.458149 0.00 -0.07 0.01 0.0018
C -0.664832 -6.279765 1.473245 0.00 -0.02 0.03 -0.0009
F -0.490834 -7.226558 2.388615 0.00 0.01 0.00 -0.0007